C10H14BN7O2Pb as an isolated structure at a distorted geometry. Source: OMol25; level of theory: the ωB97M-V functional and the def2-TZVPD basis.

## Properties
Frontier orbital gap in eV: 7.083
LUMO in eV: 0.04
Energy above the lowest of the compared OMol25 structures with the same formula, charge and spin in kcal per mole: 0.0

Geometry as ORCA input:
```
! RIJCOSX wB97M-V def2-TZVPD def2/J DEFGRID3
* xyz 0 1
Pb -1.338 -0.747 1.538
O 1.780 -1.181 3.519
O 0.135 0.188 3.956
N 1.099 -0.943 0.316
N -1.665 -0.365 -0.570
N -0.313 2.092 0.718
N 0.227 2.039 -0.545
N -0.958 0.094 -1.673
N 0.676 -0.715 3.266
N 1.447 -0.300 -0.862
C 2.076 -1.845 0.570
C -2.844 -0.882 -1.033
C -0.059 3.277 1.305
C 2.622 -0.804 -1.322
C 0.656 4.033 0.380
C -1.389 -2.884 1.770
C -1.719 -0.053 -2.774
C -2.913 -0.681 -2.413
C 0.851 3.211 -0.737
C 3.060 -1.782 -0.441
B 0.447 0.765 -1.467
H 3.046 -0.500 -2.275
H 0.840 1.069 -2.559
H -1.349 0.297 -3.732
H 3.948 -2.394 -0.496
H -1.668 -3.273 2.770
H -2.070 -3.232 0.974
H 1.369 3.381 -1.660
H -0.338 -3.133 1.587
H -0.315 3.443 2.335
H -3.725 -0.951 -3.056
H -1.092 1.529 1.029
H 2.063 -2.465 1.444
H -3.543 -1.340 -0.346
H 0.958 5.050 0.485
*
```

***

A 2-piece molecular cluster, C5H3BrF5N3 overall at a distorted geometry. Source: OMol25; level of theory: the ωB97M-V functional and the def2-TZVPD basis.

## Properties
Frontier orbital gap (spin up / spin down) in eV: 8.139 / 7.364
LUMO (spin up / spin down) in eV: -1.40 / -2.03
Energy above the lowest of the compared OMol25 structures with the same formula, charge and spin in kcal per mole: 94.9

Geometry as ORCA input:
```
! RIJCOSX wB97M-V def2-TZVPD def2/J DEFGRID3
* xyz 0 1
Br -2.781 -1.798 -1.118
F 0.665 -2.403 -1.984
F 2.635 -2.468 -0.974
F 2.456 0.236 -0.201
F 0.819 -2.248 0.124
F 1.741 0.060 -2.250
N -1.026 1.163 0.771
N -2.175 1.095 1.375
N -2.900 0.245 0.723
C -2.201 -0.280 -0.253
C -0.981 0.320 -0.235
C 1.591 -0.342 -1.022
C 1.431 -1.862 -1.012
C 0.009 1.958 1.374
H 0.024 2.963 0.914
H -0.298 2.115 2.491
H 0.990 1.246 1.278
*
```

***

C30H22N6Pt as an isolated structure. Source: OMol25; level of theory: the ωB97M-V functional and the def2-TZVPD basis.

## Properties
Frontier orbital gap (spin up / spin down) in eV: 3.919 / 3.850
LUMO (spin up / spin down) in eV: -9.65 / -9.71

Geometry as ORCA input:
```
! RIJCOSX wB97M-V def2-TZVPD def2/J DEFGRID3
* xyz 2 1
Pt -0.419 0.049 0.713
N 2.481 1.573 1.293
N 1.137 -0.341 1.865
N -1.379 0.240 -1.119
N 0.796 -2.706 2.146
N 0.218 1.978 0.601
N -1.186 -1.804 1.100
C -3.059 -3.271 0.811
C -3.015 0.491 -2.889
C 1.610 -0.885 -2.920
C -0.358 4.204 -0.081
C 3.610 -2.558 3.413
C -4.280 0.871 -3.252
C 0.563 -0.881 -2.027
C 4.907 -2.203 3.770
C 2.283 0.425 1.842
C -2.472 -2.037 0.756
C -4.825 1.348 -0.915
C -0.693 2.922 0.253
C 1.519 2.344 0.720
C -0.360 0.187 -2.055
C -0.194 1.257 -2.965
C 0.877 1.244 -3.830
C 5.411 -0.932 3.499
C -5.179 1.309 -2.275
C 1.773 0.176 -3.814
C -2.611 0.575 -1.515
C 0.995 4.562 -0.075
C -2.291 -4.353 1.243
C -1.002 -4.120 1.649
C 3.350 -0.328 2.519
C 1.918 3.639 0.335
C -0.453 -2.829 1.601
C 2.847 -1.591 2.792
C 4.637 0.031 2.859
C -3.570 0.976 -0.532
C 1.474 -1.626 2.268
H 2.608 0.171 -4.501
H -2.709 -5.350 1.283
H 1.025 2.067 -4.515
H -2.332 0.082 -3.621
H -3.043 -1.180 0.432
H -4.594 0.802 -4.284
H 5.023 1.017 2.639
H -0.370 -4.902 2.043
H 2.304 -1.714 -2.930
H -1.726 2.611 0.259
H 6.424 -0.693 3.793
H -1.133 4.911 -0.335
H 0.403 -1.709 -1.350
H -6.180 1.600 -2.569
H 1.302 5.561 -0.353
H 3.213 -3.544 3.614
H 5.540 -2.926 4.266
H -4.094 -3.384 0.523
H -3.269 1.004 0.509
H 2.969 3.872 0.422
H -5.548 1.671 -0.178
H -0.872 2.101 -2.928
*
```

***

One molecule with the formula C17H28N2O2 at a distorted geometry. Source: OMol25; level of theory: the ωB97M-V functional and the def2-TZVPD basis.

## Properties
Frontier orbital gap in eV: 9.454
LUMO in eV: 0.52
Energy above the lowest of the compared OMol25 structures with the same formula, charge and spin in kcal per mole: 68.4
SMILES: O=C(N[C@H]1CC[C@@H](O)CC1)N[C@]12C[C@H]3C[C@H](C[C@H](C3)C1)C2

Geometry as ORCA input:
```
! RIJCOSX wB97M-V def2-TZVPD def2/J DEFGRID3
* xyz 0 1
O -2.853 -1.089 0.752
O 2.682 -3.147 3.789
N -1.931 -0.128 -0.882
N -0.641 -0.832 1.032
C 0.543 2.979 -1.367
C -1.813 -0.654 0.379
C -0.512 -1.678 2.270
C 1.314 -3.217 4.113
C 0.963 1.136 -3.020
C 0.747 -1.918 4.474
C 0.138 -2.965 1.771
C -0.431 3.538 -2.372
C 0.125 0.073 -2.169
C -1.027 0.885 -1.444
C 1.618 2.200 -2.187
C -1.066 2.665 -3.392
C -1.793 1.622 -2.527
C 0.007 1.823 -4.111
C -0.408 1.995 -0.478
C 0.595 -3.969 2.960
C 0.464 -1.031 3.267
H -0.412 -4.257 3.302
H 0.985 3.796 -0.789
H 2.320 1.698 -1.506
H -0.201 -2.101 5.130
H -0.365 -0.574 -2.907
H -2.807 -0.180 -1.227
H 1.160 -4.749 2.578
H 0.196 -0.763 0.449
H 1.478 -0.859 2.839
H 2.797 -2.662 2.949
H 0.233 1.617 0.349
H 0.726 -0.399 -1.345
H 0.571 2.597 -4.680
H 1.160 -3.891 4.953
H 0.042 4.297 -2.977
H 1.811 0.600 -3.555
H -2.598 2.138 -1.923
H -1.739 3.312 -4.079
H 2.180 2.931 -2.708
H -2.299 0.908 -3.167
H 1.178 -2.734 1.522
H -1.478 -1.777 2.706
H -0.385 1.056 -4.848
H 1.425 -1.477 5.198
H 0.002 -0.096 3.639
H -0.328 -3.393 0.886
H -1.156 4.111 -1.694
H -1.217 2.564 0.048
*
```

***

One molecule with the formula C2H3ClFI at a distorted geometry. Source: OMol25; level of theory: the ωB97M-V functional and the def2-TZVPD basis.

## Properties
<S²>: 2.01
Frontier orbital gap (spin up / spin down) in eV: 8.157 / 6.778
LUMO (spin up / spin down) in eV: 0.16 / -3.10
Energy above the lowest of the compared OMol25 structures with the same formula, charge and spin in kcal per mole: 39.5

Geometry as ORCA input:
```
! RIJCOSX wB97M-V def2-TZVPD def2/J DEFGRID3
* xyz 0 3
I 2.543 0.754 0.618
Cl -1.631 0.934 0.117
F -3.345 0.076 -0.294
C -0.163 0.366 -0.423
C 0.765 -0.551 0.351
H 0.430 -0.846 1.284
H 0.249 0.608 -1.408
H 1.151 -1.340 -0.244
*
```

***

The records above yield electronic energy values of -1140.81747 -3429.73575 -1603.73851 -924.53306 -935.55639 a.u., respectively.